No. 1
Molecular formula: C16H16ClCoF3N3O6S3
Method: DFT, the ωB97M-V functional and the def2-TZVPD basis

The geometry in ORCA input format:
```
! wB97M-V def2-TZVPD RIJCOSX def2/J DEFGRID3
* xyz -2 5
Co -0.625 -1.563 0.347
S -0.991 -3.762 1.565
C 0.473 -4.054 0.875
N 0.985 -2.890 0.231
C 2.035 -3.095 -0.638
C 2.647 -2.165 -1.459
C 3.778 -2.612 -2.136
C 4.314 -3.870 -1.943
C 3.673 -4.826 -1.176
C 2.490 -4.442 -0.549
S 1.477 -5.495 0.361
H 2.221 -1.152 -1.541
H 4.224 -1.951 -2.867
H 5.256 -4.148 -2.414
H 4.029 -5.831 -1.032
Cl -3.087 -1.909 -0.216
F -0.383 0.337 -4.885
C 0.098 0.027 -3.660
F 0.668 1.143 -3.064
F 1.083 -0.925 -3.765
S -1.162 -0.657 -2.613
O -2.150 0.417 -2.509
O -1.713 -1.836 -3.261
O -0.293 -0.900 -1.423
H 1.433 -1.956 0.951
C 0.928 2.821 2.737
C 0.017 3.548 1.768
C -1.205 2.675 1.350
C -1.976 3.449 0.239
C -3.257 2.832 -0.279
C -2.126 2.562 2.523
O -2.583 3.522 3.130
N -2.340 1.264 2.884
C -1.568 0.083 2.582
O -1.656 -0.878 3.298
N -0.818 0.152 1.432
C -0.619 1.363 0.845
O 0.132 1.421 -0.135
H 1.763 3.489 3.043
H 1.366 1.931 2.266
H 0.452 2.490 3.668
H 0.585 3.770 0.825
H -0.370 4.487 2.213
H -1.255 3.540 -0.610
H -2.233 4.451 0.639
H -3.078 1.964 -0.934
H -3.789 3.577 -0.905
H -3.942 2.509 0.509
H -2.910 1.093 3.735
*
```

Energy above the lowest of the compared OMol25 structures with the same formula, charge and spin   0.000 eV
M   593.9 g mol⁻¹
Highest occupied orbital energy (spin up / spin down)   0.06 / -2.08 eV

=====

No. 2
Molecular formula: C16H16ClNO4PSe2V
Method: DFT, the ωB97M-V functional and the def2-TZVPD basis

The geometry in ORCA input format:
```
! wB97M-V def2-TZVPD RIJCOSX def2/J DEFGRID3
* xyz 0 3
V 0.762 -2.054 0.039
N 2.745 -2.844 0.520
C 3.370 -3.370 -0.704
C 2.321 -3.575 -1.794
O 2.551 -4.254 -2.757
O 1.183 -2.944 -1.559
H 3.347 -2.180 0.992
H 2.541 -3.590 1.178
H 3.886 -4.314 -0.539
H 4.100 -2.654 -1.082
Se 1.770 0.308 -0.060
P -0.327 0.818 -0.384
Se -1.483 -1.018 -0.694
C -0.493 1.927 -1.801
C 0.574 2.712 -2.223
C 0.399 3.607 -3.268
C -0.836 3.716 -3.889
C -1.900 2.928 -3.471
C -1.731 2.032 -2.428
C -0.923 1.750 1.049
C -0.264 2.931 1.392
C -0.702 3.674 2.472
C -1.795 3.241 3.215
C -2.444 2.065 2.878
C -2.010 1.314 1.792
H 1.544 2.611 -1.752
H 1.231 4.213 -3.602
H -0.968 4.411 -4.709
H -2.861 3.005 -3.962
H -2.555 1.405 -2.111
H 0.595 3.263 0.821
H -0.190 4.590 2.739
H -2.134 3.822 4.063
H -3.286 1.720 3.463
H -2.499 0.382 1.538
Cl 0.356 -5.357 0.636
C -0.445 -4.851 2.158
C -0.755 -3.354 2.191
O -1.813 -2.971 2.617
O 0.255 -2.605 1.802
H 0.242 -5.082 2.970
H -1.358 -5.426 2.261
*
```

M   561.6 g mol⁻¹
Highest occupied orbital energy (spin up / spin down)   -8.57 / -8.89 eV

=====

No. 3
Molecular formula: C16H16FNO2
Method: DFT, the ωB97M-V functional and the def2-TZVPD basis

The geometry in ORCA input format:
```
! wB97M-V def2-TZVPD RIJCOSX def2/J DEFGRID3
* xyz 0 1
F 0.552 -1.505 -6.672
C 0.130 -1.460 -5.390
C -0.990 -0.709 -5.078
C -1.413 -0.668 -3.763
C -0.738 -1.370 -2.770
C -1.172 -1.242 -1.330
N -0.762 0.013 -0.715
C 0.671 0.184 -0.555
C 1.183 -0.548 0.699
C 0.610 0.065 1.944
C -0.653 -0.300 2.385
C -1.237 0.273 3.512
C -0.506 1.225 4.179
C 0.763 1.601 3.742
C 1.340 1.040 2.631
O 1.268 2.561 4.583
C 0.277 2.775 5.563
O -0.830 1.940 5.306
C 0.383 -2.115 -3.117
C 0.825 -2.166 -4.428
H -1.511 -0.174 -5.856
H -2.286 -0.086 -3.504
H -2.263 -1.288 -1.265
H -0.759 -2.063 -0.741
H -1.146 0.786 -1.247
H 1.237 -0.169 -1.433
H 0.870 1.251 -0.433
H 2.272 -0.479 0.714
H 0.907 -1.600 0.641
H -1.204 -1.044 1.834
H -2.218 -0.014 3.850
H 2.322 1.342 2.306
H 0.689 2.545 6.560
H -0.043 3.829 5.540
H 0.914 -2.669 -2.357
H 1.694 -2.742 -4.707
*
```

Structure (SMILES)   Fc1ccc(CNCCc2ccc3c(c2)OCO3)cc1
Energy above the lowest of the compared OMol25 structures with the same formula, charge and spin   1.492 eV
M   273.3 g mol⁻¹
Highest occupied orbital energy   -7.85 eV

=====

No. 4
Molecular formula: C16H16FNO2
Method: DFT, the ωB97M-V functional and the def2-TZVPD basis

The geometry in ORCA input format:
```
! wB97M-V def2-TZVPD RIJCOSX def2/J DEFGRID3
* xyz 0 1
C -0.755 2.655 -0.052
C -0.786 1.653 -1.166
C -0.022 1.942 -2.411
N -2.129 1.307 -1.573
O -2.233 0.669 -2.674
O -3.105 1.536 -0.817
H 0.147 3.287 -0.111
H -1.627 3.335 -0.080
H -0.736 2.152 0.930
H 0.968 2.370 -2.194
H 0.072 1.015 -3.000
H -0.568 2.678 -3.052
F 3.979 -0.505 2.201
C 3.376 -0.384 0.956
C 4.170 -0.446 -0.190
C 3.492 -0.507 -1.433
C 2.100 -0.524 -1.529
C 1.285 -0.438 -0.354
C -0.168 -0.481 -0.453
C -0.954 -1.065 0.642
C -2.372 -1.091 0.551
C -3.177 -1.525 1.608
C -2.614 -2.047 2.784
C -1.218 -2.124 2.870
C -0.418 -1.673 1.820
C 1.978 -0.293 0.893
H 5.257 -0.500 -0.084
H 4.076 -0.561 -2.357
H 1.608 -0.621 -2.517
H -0.586 -0.649 -1.482
H -2.851 -0.735 -0.366
H -4.275 -1.456 1.514
H -3.253 -2.430 3.582
H -0.751 -2.556 3.753
H 0.645 -1.835 1.952
H 1.447 -0.154 1.840
*
```

Energy above the lowest of the compared OMol25 structures with the same formula, charge and spin   5.848 eV
M   273.3 g mol⁻¹
Highest occupied orbital energy   -8.26 eV

=====

No. 5
Molecular formula: C16H16FNO4
Method: DFT, the ωB97M-V functional and the def2-TZVPD basis

The geometry in ORCA input format:
```
! wB97M-V def2-TZVPD RIJCOSX def2/J DEFGRID3
* xyz 0 1
C -2.917 -2.659 2.501
C -2.878 -3.400 1.161
N -3.872 -3.764 0.324
O -3.404 -4.217 -0.708
C -2.219 -4.132 -0.609
C -1.570 -3.580 0.597
C -0.085 -3.348 1.151
H -0.270 -3.025 1.918
H 0.369 -4.243 0.774
O 0.424 -2.447 0.187
C 0.376 -1.150 0.286
O -0.420 -0.670 1.232
C 0.766 -0.175 -0.439
H 1.999 -0.698 -0.806
H 0.279 -0.202 -1.526
C 1.140 1.226 0.072
C 1.354 2.159 -0.948
O 1.585 1.833 -2.180
C 1.566 3.478 -0.833
C 2.228 4.435 -1.664
C 2.270 5.860 -1.445
C 2.256 6.275 -0.125
C 1.644 5.359 0.795
C 1.516 4.060 0.608
H 0.828 3.454 1.055
H 1.301 5.717 1.824
F 2.161 7.577 0.333
H 2.742 6.405 -2.290
H 2.411 4.113 -2.585
H 1.778 1.222 0.867
H 0.059 1.452 0.267
C -1.352 -4.719 -1.860
H -1.853 -4.838 -2.724
H -0.414 -4.161 -1.897
H -0.990 -5.776 -1.528
H -3.901 -2.440 2.463
H -2.768 -3.212 3.161
H -2.139 -1.769 2.591
*
```

Energy above the lowest of the compared OMol25 structures with the same formula, charge and spin   14.603 eV
M   305.3 g mol⁻¹
Highest occupied orbital energy   -9.04 eV

=====

No. 6
Molecular formula: C16H16I2N2O4STi
Method: DFT, the ωB97M-V functional and the def2-TZVPD basis

The geometry in ORCA input format:
```
! wB97M-V def2-TZVPD RIJCOSX def2/J DEFGRID3
* xyz 0 3
Ti 1.062 -0.731 -1.189
O -2.784 3.073 -0.242
C -2.968 2.701 -1.523
C -4.036 3.274 -2.212
C -4.278 2.929 -3.526
C -3.467 2.008 -4.187
C -2.414 1.435 -3.503
C -2.147 1.769 -2.173
C -1.003 1.129 -1.493
O -0.346 0.218 -2.147
N -0.679 1.517 -0.290
N 0.500 0.842 0.116
C 0.918 1.121 1.289
C 2.139 0.531 1.874
C 2.627 1.071 3.059
C 3.813 0.613 3.615
C 4.517 -0.390 2.962
C 4.041 -0.952 1.785
C 2.835 -0.517 1.246
O 2.349 -1.098 0.143
H -1.984 2.612 0.089
H -4.660 3.988 -1.690
H -5.109 3.386 -4.049
H -3.657 1.744 -5.218
H -1.767 0.713 -3.981
H 0.378 1.857 1.881
H 2.079 1.873 3.541
H 4.188 1.042 4.534
H 5.456 -0.742 3.371
H 4.589 -1.729 1.269
C 0.789 -3.808 1.103
S -0.189 -2.334 1.297
C -1.744 -3.087 1.701
O -0.423 -1.841 -0.130
H 0.374 -4.378 0.272
H 0.760 -4.372 2.036
H 1.803 -3.490 0.873
H -1.632 -3.651 2.627
H -2.042 -3.731 0.874
H -2.473 -2.290 1.837
I 3.014 0.449 -2.825
I 1.572 -2.754 -3.014
*
```

Energy above the lowest of the compared OMol25 structures with the same formula, charge and spin   0.000 eV
M   634.1 g mol⁻¹
Highest occupied orbital energy (spin up / spin down)   -7.92 / -8.19 eV

=====

Q: Look up the M of the fifth one.
A: 305.3 g mol⁻¹

=====

Q: Among the records above, which one has the highest M?
A: C16H16I2N2O4STi

=====

Q: Which value of M does entry 1 give?
A: 593.9 g mol⁻¹

=====

Copy entry 2 word for word.
Molecular formula: C16H16ClNO4PSe2V
Method: DFT, the ωB97M-V functional and the def2-TZVPD basis

The geometry in ORCA input format:
```
! wB97M-V def2-TZVPD RIJCOSX def2/J DEFGRID3
* xyz 0 3
V 0.762 -2.054 0.039
N 2.745 -2.844 0.520
C 3.370 -3.370 -0.704
C 2.321 -3.575 -1.794
O 2.551 -4.254 -2.757
O 1.183 -2.944 -1.559
H 3.347 -2.180 0.992
H 2.541 -3.590 1.178
H 3.886 -4.314 -0.539
H 4.100 -2.654 -1.082
Se 1.770 0.308 -0.060
P -0.327 0.818 -0.384
Se -1.483 -1.018 -0.694
C -0.493 1.927 -1.801
C 0.574 2.712 -2.223
C 0.399 3.607 -3.268
C -0.836 3.716 -3.889
C -1.900 2.928 -3.471
C -1.731 2.032 -2.428
C -0.923 1.750 1.049
C -0.264 2.931 1.392
C -0.702 3.674 2.472
C -1.795 3.241 3.215
C -2.444 2.065 2.878
C -2.010 1.314 1.792
H 1.544 2.611 -1.752
H 1.231 4.213 -3.602
H -0.968 4.411 -4.709
H -2.861 3.005 -3.962
H -2.555 1.405 -2.111
H 0.595 3.263 0.821
H -0.190 4.590 2.739
H -2.134 3.822 4.063
H -3.286 1.720 3.463
H -2.499 0.382 1.538
Cl 0.356 -5.357 0.636
C -0.445 -4.851 2.158
C -0.755 -3.354 2.191
O -1.813 -2.971 2.617
O 0.255 -2.605 1.802
H 0.242 -5.082 2.970
H -1.358 -5.426 2.261
*
```

M   561.6 g mol⁻¹
Highest occupied orbital energy (spin up / spin down)   -8.57 / -8.89 eV